This record from the OMol25 dataset describes a structure of composition C20H46OP4ScSe. The level of theory is ωB97M-V/def2-TZVPD.

The geometry in XYZ format:
```
73
Properties=species:S:1:pos:R:3:forces:R:3
Sc -0.2476 0.7152 -0.2944 3.3 2.4 1.1
P -1.9672 -2.1176 0.2490 0.3 0.7 0.3
P 2.2137 -0.2083 1.5185 0.9 -0.2 1.0
P 1.3069 -1.2747 -1.5132 0.0 -0.3 -1.0
H -2.6828 2.2692 -2.6779 0.1 -0.6 0.0
C -3.0678 1.2678 -2.9101 -1.5 -0.3 -0.3
C -3.0188 0.1511 -2.1707 -0.8 0.7 -1.0
H -2.6104 0.0635 -1.1783 0.2 0.4 0.2
C -3.5089 -1.8146 1.0963 -0.2 0.2 0.0
C -0.7850 -2.8181 1.3830 0.4 0.0 0.1
C -2.1982 -3.0830 -1.2261 0.0 0.1 -0.3
C 3.7926 0.7400 1.5372 -0.2 0.3 -0.4
C 1.7516 0.0429 3.2711 -0.3 0.2 0.1
C 3.0092 -1.8503 1.8297 -0.2 -0.2 -0.3
C 0.8170 -1.6298 -3.2376 -0.2 0.2 -0.1
C 1.7232 -2.9952 -1.0721 0.1 -0.6 0.4
C 2.9497 -0.5371 -1.7826 0.0 0.3 0.1
H -3.7879 1.2265 -3.7720 1.2 0.2 0.6
H -3.6438 -0.6889 -2.4955 0.4 0.2 0.2
H -4.0610 -1.0364 0.5603 -0.1 -0.1 0.0
H -3.3262 -1.4751 2.1225 -0.1 -0.2 -0.3
H -4.1124 -2.7303 1.1063 0.1 0.1 0.0
H -0.5400 -2.1170 2.1986 -0.2 -0.2 -0.3
H 0.1464 -3.1065 0.8770 -0.4 0.1 0.2
H -1.2709 -3.7080 1.7998 0.2 0.0 0.1
H -2.9310 -2.5883 -1.8729 0.0 -0.3 0.2
H -2.5436 -4.0821 -0.9259 0.0 0.2 -0.1
H -1.2716 -3.1679 -1.8002 -0.1 -0.1 0.2
H 4.3284 0.5264 2.4687 -0.2 0.0 -0.1
H 3.5918 1.8116 1.4532 0.2 -0.2 0.0
H 4.4259 0.4281 0.7023 -0.1 0.1 0.1
H 2.6465 -0.0993 3.8924 -0.3 0.1 -0.1
H 1.0085 -0.7141 3.5527 0.2 0.2 0.1
H 1.3572 1.0538 3.4262 0.0 -0.2 0.1
H 3.5492 -1.8535 2.7847 -0.1 0.2 -0.2
H 3.7292 -2.0886 1.0395 -0.2 -0.1 0.1
H 2.2321 -2.6154 1.8833 0.2 -0.2 0.0
H 1.5974 -2.2639 -3.6733 -0.2 0.2 -0.1
H 0.7166 -0.6996 -3.8077 0.1 -0.3 0.0
H -0.1377 -2.1679 -3.2725 0.2 0.1 -0.1
H 2.3348 -3.4400 -1.8762 -0.2 0.3 0.3
H 0.8268 -3.6231 -0.9656 0.2 0.1 -0.2
H 2.2961 -3.0754 -0.1434 -0.2 0.0 -0.3
H 3.3550 -0.9043 -2.7226 0.0 -0.1 -0.1
H 3.6418 -0.7874 -0.9834 0.0 -0.1 0.1
H 2.8841 0.5473 -1.8441 0.0 0.1 0.0
C 1.3557 2.8475 -1.6351 -0.1 0.0 -1.1
C 0.2782 2.2491 -2.3392 1.1 -0.3 -0.4
C 0.4532 1.9487 -3.7022 -0.3 0.2 -0.9
C 1.5178 2.4571 -4.4512 0.4 -0.1 1.1
C 2.5619 3.1104 -3.7498 -0.6 0.2 0.6
C 2.4955 3.2770 -2.3531 -0.5 -0.5 -0.1
Se 1.2696 2.8620 0.2325 -0.9 -0.5 0.2
H -1.5222 -0.7715 -0.1441 -0.8 -2.2 0.6
H -0.7406 2.1589 -1.9329 0.1 0.3 0.0
H -0.2905 1.3627 -4.2454 -0.1 0.4 0.2
H 1.5387 2.3423 -5.5392 0.1 -0.1 0.5
H 3.4222 3.5222 -4.2651 -0.1 -0.1 -0.1
H 3.2959 3.7438 -1.7715 -0.2 -0.2 -0.5
C -1.7019 0.3550 3.8175 -0.2 -0.1 0.4
P -1.9186 1.7160 2.6848 -0.1 -0.1 -0.1
C -3.6437 1.9855 2.3427 -0.2 0.0 0.0
C -1.2830 3.1912 3.4376 0.4 0.0 -0.1
O -1.2189 1.3149 1.3489 -0.4 -0.6 -0.1
H -0.6341 0.2346 4.0367 -0.4 0.1 0.0
H -2.0912 -0.5701 3.3666 0.1 0.3 0.3
H -2.2350 0.5536 4.7631 0.2 -0.1 -0.3
H -4.1488 2.4499 3.2031 0.1 -0.2 -0.3
H -3.7004 2.6690 1.4840 -0.1 -0.2 0.2
H -4.1201 1.0239 2.1075 0.0 0.4 0.0
H -0.3219 2.9736 3.9112 0.0 0.2 -0.1
H -1.1562 3.9469 2.6617 0.1 0.1 0.1
H -1.9804 3.5644 4.1969 0.1 -0.1 -0.1
```
Forces are in eV/Å.

## Properties
Energy = -146712.387 eV
Energy relative to the best compared isomer or geometry (same formula, charge and spin) = 3.71 kJ/mol
Frontier orbital gap = 6.5284 eV
Total charge = +3
E_HOMO = -15.7291 eV

Atom charges from the Mulliken analysis, given in e for atoms 1 to 5: atom 1 (Sc): -0.032, atom 2 (P): 1.397, atom 3 (P): 0.928, atom 4 (P): 1.177, atom 5 (H): 0.420

This record from the OMol25 dataset describes a structure of composition C20H47InN2O3. The level of theory is ωB97M-V/def2-TZVPD.

The geometry in XYZ format:
```
73
Properties=species:S:1:pos:R:3:forces:R:3
C 3.5285 -6.3485 0.0521 0.2 0.2 -0.2
C 3.6088 -4.8361 -0.1612 0.2 -0.1 0.2
C 5.0446 -4.3145 -0.3136 -0.1 0.1 -0.3
C 5.2371 -2.8979 0.2377 0.1 -0.1 -0.2
C 6.3636 -2.1483 -0.4675 0.0 0.0 0.1
C 6.6081 -0.7401 0.0735 -0.5 0.1 -0.1
C 5.3923 0.1920 -0.1616 0.5 0.1 -0.2
C 5.7288 1.4343 -1.0045 -0.5 -0.2 -0.1
C 4.5103 1.9685 -1.7678 -0.1 0.1 0.6
C 3.4887 2.6588 -0.8410 -0.2 -0.3 -0.2
C 2.2570 1.7972 -0.5285 -0.2 0.2 0.3
C 1.4947 2.2655 0.7390 0.1 -0.2 -0.6
In -0.6589 2.1437 0.4285 0.5 0.2 0.2
O -1.2900 0.1620 0.0533 -0.2 0.0 0.3
C -2.5655 0.1073 0.5818 0.4 0.0 -0.5
C -3.4809 -1.0558 0.1518 0.5 0.5 0.4
N -4.8131 -0.5972 0.5883 -0.8 -0.3 0.5
C -5.9757 -0.8275 -0.2721 0.1 0.2 0.0
C -5.8499 -0.1706 -1.6641 -0.3 -0.1 -0.2
C -5.6256 -1.1848 -2.7946 -0.1 -0.1 0.3
O -4.8552 0.8455 -1.6041 0.0 0.0 0.1
H 3.6609 -6.8781 -0.8928 0.0 -0.1 0.0
H 4.3350 -6.6774 0.7099 -0.1 0.0 0.1
H 2.5768 -6.6430 0.4920 0.0 -0.1 -0.1
H 3.1350 -4.3185 0.6764 0.0 -0.1 0.0
H 3.0442 -4.5653 -1.0555 -0.1 0.1 0.1
H 5.7557 -5.0017 0.1523 0.0 0.0 0.1
H 5.3044 -4.2935 -1.3771 0.0 -0.1 0.0
H 5.4527 -2.9449 1.3096 -0.1 0.0 0.0
H 4.3003 -2.3498 0.1107 0.0 0.1 0.1
H 7.2809 -2.7425 -0.4088 0.0 0.0 0.0
H 6.1088 -2.0655 -1.5306 0.0 -0.1 0.0
H 7.4579 -0.3080 -0.4575 0.2 0.0 0.3
H 6.8156 -0.7954 1.1440 0.3 0.0 0.0
H 4.6253 -0.3711 -0.6970 -0.1 0.0 0.1
H 4.9840 0.5193 0.7955 -0.3 -0.1 0.0
H 6.0803 2.2250 -0.3370 0.4 0.0 -0.2
H 6.5065 1.1742 -1.7273 0.1 0.1 0.1
H 4.0040 1.1164 -2.2309 0.1 0.1 -0.3
H 4.8391 2.6621 -2.5429 0.0 -0.1 -0.1
H 3.9522 2.9370 0.1105 0.1 0.1 -0.1
H 3.1249 3.5722 -1.3179 0.1 0.1 0.2
H 1.5972 1.8212 -1.4016 0.1 -0.1 -0.1
H 2.5509 0.7555 -0.3797 0.0 0.0 -0.1
H 1.7602 3.3112 0.9191 -0.1 0.0 0.2
H 1.8416 1.6647 1.5806 -0.1 0.2 0.2
H -1.2044 3.1488 -0.9272 -0.2 -0.1 0.0
H -1.6631 2.6136 1.8821 -0.2 -0.1 0.0
H -2.5400 0.0963 1.6930 -0.2 0.0 0.0
H -3.1390 0.9965 0.2716 -0.1 -0.1 0.1
H -3.4177 -1.2497 -0.9166 -0.1 0.2 -0.1
H -3.1683 -1.9680 0.6680 -0.2 -0.1 -0.1
H -5.0397 -1.0720 1.4549 0.1 0.1 0.1
H -6.2192 -1.8945 -0.3607 0.1 0.0 -0.3
H -6.8385 -0.3747 0.2232 0.1 0.0 0.2
H -6.8111 0.3182 -1.8593 0.0 0.0 0.0
H -5.2774 -2.1428 -2.4092 0.3 0.1 -0.1
H -6.5762 -1.3938 -3.2859 0.0 0.0 -0.1
H -4.9229 -0.8188 -3.5434 0.0 0.0 0.0
H -4.4907 0.9753 -2.4842 0.0 0.0 0.0
C -6.0805 4.0500 3.3245 -0.1 0.1 -0.1
C -6.0983 2.8634 2.4217 0.3 -0.2 0.0
O -7.0233 2.1817 2.1313 -0.1 0.0 -0.1
N -4.7545 2.4705 1.8625 -0.3 -0.2 -0.3
C -4.2941 3.3471 0.7271 -0.2 0.0 0.0
H -7.1047 4.3068 3.5769 0.0 0.0 0.0
H -5.5282 3.8084 4.2348 0.0 0.0 0.0
H -5.5992 4.9019 2.8448 0.1 0.0 0.0
H -4.0432 2.4754 2.6015 0.3 -0.1 -0.2
H -4.8544 1.4959 1.4883 0.3 -0.1 0.0
H -3.3497 2.9459 0.3699 -0.1 0.2 0.0
H -4.1555 4.3594 1.0952 0.0 0.0 0.0
H -5.0486 3.3012 -0.0540 0.0 0.0 0.0
```
Forces are in eV/Å.

## Properties
Energy = -35794.576 eV
Frontier orbital gap = 6.9348 eV
Total charge = 0
E_HOMO = -7.3393 eV

Atom charges from the Mulliken analysis, given in e for atoms 1 to 5: atom 1 (C): -1.237, atom 2 (C): -0.431, atom 3 (C): -0.700, atom 4 (C): -0.423, atom 5 (C): -0.883

This record from the OMol25 dataset describes a cluster of 2 separate species, C20H47N2O2 in total. The level of theory is ωB97M-V/def2-TZVPD.

The geometry in XYZ format:
```
71
Properties=species:S:1:pos:R:3:forces:R:3
C 2.7614 1.8742 3.9417 0.0 0.0 0.0
C 3.0230 1.5400 2.4677 0.0 0.0 0.0
C 1.7657 1.6045 1.6035 -0.1 0.0 -0.1
C 1.9018 0.8243 0.3006 0.0 0.0 0.0
C 0.6974 0.8446 -0.6440 0.0 0.0 0.0
C 0.4656 2.1559 -1.4096 0.0 0.0 0.0
C -0.2106 3.3180 -0.6633 0.0 0.1 0.1
C -1.3109 2.9043 0.3049 -0.2 -0.2 -0.1
C -2.1760 4.0604 0.7905 -0.1 0.0 -0.1
C -3.1341 3.6651 1.9190 0.0 -0.1 0.1
C -4.4855 3.1362 1.4229 0.1 -0.2 -0.1
C -5.2597 2.2346 2.3985 0.0 0.0 -0.1
C -4.5736 0.9462 2.8725 0.1 0.0 -0.1
C -4.6391 -0.2179 1.8963 0.0 0.1 0.0
N -3.5916 -0.0704 0.7919 0.1 0.1 0.0
H 3.5339 2.5220 4.3555 0.0 0.0 0.0
H 1.8050 2.3881 4.0676 0.0 0.0 0.0
H 2.7367 0.9752 4.5584 -0.1 0.0 0.0
H 3.4554 0.5393 2.3806 0.0 0.0 0.0
H 3.7676 2.2266 2.0583 0.0 0.0 0.0
H 1.5453 2.6541 1.3902 -0.1 0.0 0.1
H 0.9157 1.2064 2.1745 0.0 0.0 0.0
H 2.7797 1.1818 -0.2510 0.0 0.0 0.0
H 2.1146 -0.2182 0.5598 0.0 0.0 0.0
H -0.2025 0.5493 -0.0833 0.0 0.0 -0.1
H 0.8513 0.0580 -1.3889 0.0 0.0 0.0
H 1.4410 2.4932 -1.7711 -0.1 0.0 -0.1
H -0.1220 1.9432 -2.3082 0.0 -0.1 0.1
H -0.6548 3.9912 -1.4021 0.1 0.0 0.0
H 0.5271 3.9177 -0.1250 0.0 0.0 0.1
H -0.8852 2.3753 1.1635 0.0 0.0 0.0
H -1.9519 2.1846 -0.2343 -0.1 -0.1 0.1
H -1.5325 4.8829 1.1093 0.0 0.0 0.1
H -2.7556 4.4327 -0.0615 0.0 0.1 0.1
H -3.3031 4.5194 2.5768 -0.1 0.0 0.0
H -2.6430 2.9124 2.5467 0.1 0.1 0.0
H -5.1284 3.9860 1.1881 0.0 0.0 -0.1
H -4.3519 2.6273 0.4545 0.0 -0.1 0.1
H -5.5331 2.8178 3.2799 0.1 0.0 0.0
H -6.2069 1.9549 1.9260 0.0 0.0 0.1
H -3.5231 1.1205 3.1285 0.0 0.0 0.1
H -5.0385 0.6035 3.7979 -0.1 0.0 0.0
H -5.6061 -0.2859 1.4004 0.0 0.0 0.0
H -4.4342 -1.1675 2.3837 0.0 0.0 0.0
H -2.9326 -0.8500 0.7890 0.0 0.0 0.0
H -4.0109 -0.0203 -0.1370 0.0 0.0 0.0
H -3.0412 0.7865 0.9206 0.0 0.0 0.0
C 2.2176 -6.5960 -2.0336 0.0 -0.1 0.0
O 1.2503 -5.5718 -2.1580 0.0 0.0 -0.1
C 1.0948 -4.7547 -1.0116 0.0 0.0 0.1
C 1.5452 -3.3385 -1.2956 0.0 0.0 0.0
N 2.9795 -3.2758 -1.4956 0.0 -0.1 -0.1
C 3.4866 -1.9772 -1.9132 0.1 0.0 0.1
C 3.0172 -1.4168 -3.2510 0.0 0.1 0.0
O 3.4997 -2.1203 -4.3742 0.0 0.0 0.0
C 2.7313 -3.2362 -4.7782 0.0 0.0 0.0
H 2.1280 -7.2276 -2.9146 0.0 0.0 0.0
H 3.2382 -6.2015 -1.9827 0.0 0.0 0.0
H 2.0391 -7.2052 -1.1424 0.0 0.0 0.0
H 1.6564 -5.1674 -0.1677 0.0 0.0 0.0
H 0.0325 -4.7460 -0.7456 0.0 0.0 0.0
H 1.2879 -2.7114 -0.4322 0.0 0.0 0.0
H 0.9628 -2.9699 -2.1545 0.0 0.0 0.0
H 3.2605 -3.9840 -2.1617 0.0 0.0 0.0
H 4.5768 -2.0330 -1.9394 0.0 0.0 0.0
H 3.2294 -1.2494 -1.1364 0.0 0.0 0.0
H 3.4116 -0.4004 -3.3380 0.0 0.0 0.0
H 1.9211 -1.3453 -3.3003 0.0 0.0 0.0
H 1.6626 -3.0662 -4.6099 0.0 0.0 0.0
H 3.0207 -4.1549 -4.2596 0.0 0.0 0.0
H 2.9006 -3.3787 -5.8443 0.0 0.0 0.0
```
Forces are in eV/Å.

## Properties
Energy = -28570.182 eV
Frontier orbital gap = 6.9585 eV
Total charge = +1
E_HOMO = -10.4214 eV

Atom charges from the Mulliken analysis, given in e for atoms 1 to 5: atom 1 (C): -1.218, atom 2 (C): -0.515, atom 3 (C): -0.347, atom 4 (C): -0.714, atom 5 (C): 0.871